(1)
Molecular formula: C33H33F2NO3
Method: DFT, ωB97M-V with the def2-TZVPD basis set

Maximum force = 2.7 eV/Å
HOMO = -9.336 eV
Orbital gap = 8.92 eV
SMILES = C[C@H](F)c1cc(C[C@@H]2CO2)c2c(c1)C(=O)N(CCF)C2=O.c1ccccc1.c1ccccc1.c1ccccc1
Lowest unoccupied orbital energy = -0.4 eV

Geometry (Å):
C 1.35003 -3.29946 -7.58763
O -3.11468 -2.79694 0.07500
H 1.03011 -5.21128 -4.24967
C -2.60226 -1.86735 -0.82983
C 1.71421 7.22428 5.19361
H 3.41352 -2.24121 0.49252
H -0.72897 -3.74862 -7.86749
H 3.82775 5.50808 7.20577
C -5.68720 2.66281 -2.68843
H 0.84887 1.28649 5.99497
C 0.01777 -4.54442 -6.02067
H 0.71654 6.41647 3.47479
C -4.76951 1.89327 -0.60329
C 2.45318 -3.43154 -6.75544
C 0.42566 -0.71050 0.99271
H -0.93103 -4.98197 -5.73598
C -4.46188 3.22460 -3.02037
C -0.32833 -1.20781 -0.04372
H 2.08274 -4.79157 0.07549
C 2.58899 6.96986 6.24086
H 1.69178 4.16294 3.74710
C 2.38208 -1.93848 0.35516
H -6.52343 2.74570 -3.37106
H -2.43396 3.55714 -2.40320
H -6.79405 1.55085 -1.22482
H 2.45110 -5.67714 -1.47266
H 1.28126 8.20993 5.07764
C 0.30066 -2.11214 -0.89142
H -4.88853 1.37357 0.33941
C 2.33787 -4.11429 -5.55263
C 1.11989 -4.67370 -5.18640
C -5.83973 1.99368 -1.48149
C 0.06542 0.26901 2.09766
H -2.26302 -0.48224 0.72760
H 3.24461 3.70730 5.61934
O -0.95904 0.90146 2.23191
H -4.35074 -1.19260 0.37474
C 1.04208 -0.13487 4.34350
H -1.80012 0.04548 -0.97322
C 2.33018 -0.30609 2.38572
H -0.24087 -2.55257 -1.72233
C 1.75927 -1.05109 1.18998
C 1.90556 -4.85773 -1.00341
H -4.79225 -2.41928 -1.00935
N 1.19540 0.35582 2.94136
H 1.65371 -1.03227 4.48909
H 3.19734 -4.21171 -4.90031
H 0.00554 -0.34615 4.60986
H 1.43964 -2.76405 -8.52428
H 2.04392 1.76478 4.76977
H 0.81943 -4.94643 -1.11703
C 1.39490 6.21618 4.29452
C 3.14266 5.70584 6.39112
C 1.61603 -2.45358 -0.67890
O 3.47065 -0.28347 2.76825
C -3.39048 3.12112 -2.14333
C 0.13173 -3.85383 -7.21930
C -3.54561 2.45949 -0.93285
H -2.71159 2.38433 -0.24548
C 2.28981 -3.47959 -1.58279
H -4.34197 3.74342 -3.96306
F 2.66969 0.38451 6.06337
C -4.07533 -1.80791 -0.47485
C 2.81698 4.69506 5.49739
H 1.93287 -3.38104 -2.61374
F 3.66566 -3.32727 -1.59094
C 1.62611 0.91755 5.31707
C 1.94424 4.95049 4.44705
H 3.40370 -3.00131 -7.04423
H 2.83956 7.75702 6.94076
C -1.75890 -0.73185 -0.20183
H -2.34721 -2.19316 -1.83767

(2)
Molecular formula: C40H43N6O2P2RhS2
Method: DFT, ωB97M-V with the def2-TZVPD basis set

Maximum force = 1.3 eV/Å
HOMO = -13.566 eV
Net charge = +2
Orbital gap = 7.30 eV
Energy above the lowest of the compared OMol25 structures with the same formula, charge and spin = 1.203 eV
Lowest unoccupied orbital energy = -6.3 eV

Geometry (Å):
C -1.98393 -6.23319 -3.96674
H -0.29187 8.35147 -3.45614
C 3.19838 0.89057 -2.54441
C 3.59225 -2.95035 2.06561
H 4.67351 -3.00800 0.20205
C 3.01168 -1.67079 0.14463
O -3.43960 -1.77590 -4.37576
H 3.17785 -1.38998 -0.87617
H -2.84868 -5.04376 -5.55167
H 4.06316 0.66224 -3.16917
H -1.43182 -0.48352 5.34940
C 1.70545 -1.48888 2.02409
C -2.54632 0.38732 -1.39241
C -4.38757 1.22641 -0.13327
H 1.33752 2.09088 -5.17108
H 0.63212 2.02010 3.00239
H 0.78859 8.98280 -1.32615
H 5.14623 3.16250 0.73349
H -3.99550 1.30922 1.97700
H 0.62738 3.66828 2.34494
H -2.94109 0.45973 3.63865
H 3.38718 1.85189 -2.06921
N -1.18775 -1.55452 -3.34425
H 1.58020 7.24501 0.24748
H -2.29597 -7.17456 -4.39564
H 1.73840 -1.22831 -3.45247
C 0.66756 7.93530 -1.56053
C 3.19980 3.60436 2.36264
C -1.53641 0.12225 2.03777
H 4.22762 3.81356 2.66468
C 3.26686 2.41739 1.38736
C -3.59767 1.07748 1.00132
N -0.34694 -0.37269 1.68977
C -2.31744 0.57649 0.88314
C -1.97068 0.08466 3.35713
C 3.84796 -2.58688 0.75539
C -0.83005 1.53432 -3.53558
C 4.25237 2.74698 0.26745
H 3.06409 1.88195 -4.97201
H 2.24656 -2.69337 3.71227
S -2.09317 -2.22270 -4.57677
C 1.95568 0.93992 -3.40664
C -0.80994 -2.43709 -2.50454
H 0.76190 -1.42043 4.67048
H -4.44460 0.81660 -2.24791
H 3.87758 3.49440 -0.43075
H 4.74078 1.47188 2.60521
C 2.13514 2.06839 -4.43169
C 0.44363 2.62157 2.11384
C -1.15440 -3.85496 -2.84649
C -1.12768 -0.45858 4.31281
H -1.73562 1.93284 -3.08968
C -2.29705 -5.04621 -4.62367
C 0.04571 7.57283 -2.78812
C 1.76744 -0.38732 -4.14243
O -1.42249 -1.97251 -5.81246
C -0.11987 6.26491 -3.12726
C 0.10146 -0.98515 3.93638
H -0.29840 -5.03859 -1.26373
H -1.04975 -7.16554 -2.28454
C 0.45577 -0.93560 2.59889
N 0.18874 3.95598 -2.59087
C -1.27438 -6.22684 -2.77007
N 1.33605 4.67298 -0.12849
C 0.63235 3.05220 -1.74565
H -0.43639 2.30928 -4.18922
H 0.87529 -0.41361 -4.76153
S 0.08961 -2.10770 -1.06462
H 3.12048 0.12771 -1.78340
H -5.39601 1.60581 -0.05284
N -1.74591 0.31187 -0.32790
C 1.10644 6.98886 -0.68782
C 1.16745 3.42216 -0.48455
C -3.86416 0.81372 -1.33708
H 2.78947 4.50379 1.90831
H -1.03036 0.63273 -4.09370
C -0.84958 -5.03562 -2.19408
H 4.21488 -3.67330 2.57377
P 1.50896 2.10141 0.71982
H 3.94235 0.34700 1.52217
H -0.60033 2.50908 1.82382
C -1.86985 -3.87807 -4.03208
C 0.94013 5.61696 -1.01314
C 3.77867 1.20670 2.16550
H -2.11425 0.04653 -2.31935
H 4.55765 1.85919 -0.28061
Rh 0.27784 0.08491 -0.28504
H 2.62813 -0.51941 -4.79946
H 2.64442 3.37012 3.26650
H 2.21199 3.05418 -3.97244
H -0.57608 5.96136 -4.05677
N 1.96752 -1.10260 0.76104
H 3.11855 0.92367 2.98616
P 0.48965 1.28088 -2.31771
C 2.49895 -2.39683 2.70598
C 0.33583 5.25732 -2.23739

(3)
Molecular formula: C46H48ClLaN10O8Si2
Method: DFT, ωB97M-V with the def2-TZVPD basis set

Maximum force = 2.8 eV/Å
HOMO = -7.556 eV
Orbital gap = 6.12 eV
Energy above the lowest of the compared OMol25 structures with the same formula, charge and spin = 0.000 eV
Lowest unoccupied orbital energy = -1.4 eV

Geometry (Å):
H -0.84397 -0.65376 -5.83297
C -6.70811 -3.65832 1.18490
H -4.61552 -2.35548 2.13692
C -0.04504 -3.76137 2.25770
H 3.38481 -3.28987 -3.06748
H 1.69133 -2.99177 -2.63451
C -0.52223 -1.16344 -3.76160
H -0.05584 -4.74643 2.73518
H 3.18500 -3.21919 2.58409
C 3.62434 0.00062 3.54211
H 0.06320 4.02842 0.22405
H 0.53894 -1.35170 -3.85496
C -0.45154 -0.46282 3.56441
O 1.45849 0.11137 -1.96200
H -3.03765 3.34259 4.31271
H -0.53874 3.54529 4.30459
H -4.11530 -1.11408 3.64554
C -3.04240 -0.97465 3.62129
C 2.96351 2.89459 -0.12343
H 3.67136 0.25989 -0.65844
N 2.17092 -0.15850 1.64837
C 1.80440 -2.18320 0.38214
C 2.35034 -1.50874 1.57462
H 4.32558 -1.88179 4.32933
Cl -4.77796 2.25549 2.30482
C -2.29184 1.98091 1.31329
H 0.36580 -3.04678 2.97606
N -2.46191 -0.71326 4.78748
H 4.14890 0.62345 4.25403
C 2.00044 -5.38886 0.86249
H 3.38515 2.69137 -1.10607
H 0.39727 3.74591 -1.48156
H 0.72137 2.61989 2.35468
C -4.23754 -2.04416 -1.17083
H 2.19473 5.22021 -1.52145
N -1.05319 -1.33145 -2.55516
O 2.77435 1.61617 -2.96998
C -2.44680 2.99238 3.47604
H 0.33557 -4.69456 -1.58764
C -6.90668 -3.32153 -1.14892
C -3.06050 2.43350 2.37150
C 4.27579 -0.64629 -0.67726
N -2.37257 -1.09133 -0.00278
H -2.75013 1.58540 0.41203
H -6.57476 -2.93785 -2.10336
N -3.21751 2.68159 -2.79404
H 1.52469 5.87630 -0.02536
C -0.43414 3.05812 -5.18101
H 4.72118 -3.64172 0.60259
C 0.85332 3.85734 -0.50154
C -4.86536 -2.41210 0.00714
C -8.11265 -4.00258 -1.09352
C -0.36180 2.57794 2.39645
C 4.45752 -3.58804 -0.46044
O 1.54150 2.63623 -0.13857
C -1.28850 -0.77093 -4.85123
C 3.72696 -1.39374 3.56788
C -1.15496 -0.48713 4.75820
H 2.57815 -5.62183 -0.03408
C -1.06265 3.08999 3.47347
Si 0.97475 -3.82025 0.66047
N -1.03454 -0.72722 2.39972
N -0.24059 3.64290 -6.50901
H -0.65910 -3.30219 -1.15760
H -8.69377 -4.15074 -1.99708
C -1.86270 2.56983 -3.34397
C -2.99013 -1.41088 1.14363
H 2.69954 -5.33274 1.70386
H 4.87491 -0.69371 0.23930
C 1.67630 1.16703 -2.70352
O -3.97929 3.47574 -3.31934
C -2.35966 -1.10454 -2.44502
C 3.08891 -2.13956 2.60430
H 2.98198 4.49551 1.32998
C 0.45127 1.83403 -3.31414
C -3.11120 -0.65603 -3.52350
C -4.20250 -2.08070 1.18073
H -4.15847 -0.40048 -3.40666
H -4.66039 -2.29014 -2.13332
O -1.00074 1.36049 -1.49239
C -2.32904 -1.03132 2.42599
C 3.08718 4.35626 0.25055
C 2.70034 -2.56581 -2.61422
H -2.48044 3.65120 -5.07935
O -1.16436 4.26701 -6.99768
H 1.32203 -6.22822 1.04975
H 4.95534 -0.55498 -1.53085
C 2.82547 0.55765 2.57403
C 1.90338 4.97205 -0.50053
H -1.08523 -3.48162 2.05550
H 2.67381 1.63211 2.54465
C -0.19347 -4.20580 -0.76206
H 4.05907 -4.56053 -0.75999
H 4.04572 4.77114 -0.06080
C -1.66590 3.14648 -4.58443
N -2.58064 -0.49274 -4.73227
H -8.34758 -4.73671 2.05029
H 1.60137 2.38985 -5.01070
La 0.26889 -0.08369 -0.18440
C 0.62589 2.42000 -4.54392
N -8.62818 -4.50439 0.02739
N -0.96225 2.01529 1.34613
C -3.00846 -1.40272 -1.14101
O -3.50489 2.06102 -1.78155
C -0.82316 1.87969 -2.64646
C -6.17008 -3.13623 0.01486
H -6.20193 -3.57192 2.13567
H 3.41291 2.21714 0.59873
H 0.60584 -0.22608 3.54432
O 0.81379 3.42132 -7.07554
H 2.71279 -1.65706 -3.21996
H 5.38411 -3.42337 -1.02457
C -7.92197 -4.32483 1.14209
H -0.66082 -0.30361 5.70578
H -0.98675 -4.88662 -0.42986
Si 3.23886 -2.19606 -0.84928